{
  "formula": "C5H11O2",
  "method": "ωB97M-V with the def2-TZVPD basis set",
  "species": ["C", "C", "H", "H", "H", "H", "H", "H", "C", "C", "C", "O", "O", "H", "H", "H", "H", "H"],
  "positions_angstrom": [[-1.387, 1.698, -0.011], [-2.664, 1.710, -0.849], [-0.839, 2.634, -0.065], [-1.698, 1.549, 1.030], [-0.784, 0.826, -0.231], [-3.508, 2.108, -0.282], [-2.984, 0.700, -1.115], [-2.493, 2.248, -1.783], [1.178, -0.883, 0.285], [2.590, -0.967, 0.870], [0.818, -2.267, -0.300], [0.405, -3.132, 0.520], [0.998, -2.416, -1.534], [0.404, -0.603, 1.004], [1.131, -0.159, -0.532], [2.572, -1.758, 1.613], [2.983, -0.041, 1.303], [3.277, -1.248, 0.076]],
  "nbo_charge": [-0.614, -0.607, 0.193, 0.194, 0.239, 0.188, 0.210, 0.194, -0.509, -0.603, 0.750, -0.801, -0.794, 0.186, 0.185, 0.212, 0.173, 0.202],
  "total_charge": -1,
  "e_tot_ev": -9459.687
}